1.
Formula: C31H38N9O3PSZn
Source: the Open Molecules 2025 dataset
Level of theory: the ωB97M-V functional and the def2-TZVPD basis

```
84
Properties=species:S:1:pos:R:3:lowdin_charge:R:1
Zn -0.0505 0.4809 -1.1682 0.643
C 2.3869 0.0658 -2.8680 -0.054
N 2.0887 0.6428 -1.5455 -0.263
C 2.8417 -0.0318 -0.4801 -0.071
C 2.3469 2.0816 -1.6178 -0.217
C 3.6462 2.5461 -1.5510 -0.035
C 3.9366 3.8869 -1.7616 -0.088
C 2.8940 4.7308 -2.0971 -0.085
C 1.5854 4.2755 -2.1654 -0.021
C 1.2511 2.9394 -1.8860 -0.239
N 0.0084 2.3541 -1.8812 -0.012
C -1.2199 2.9617 -1.7453 -0.227
C -1.5144 4.3181 -1.5330 -0.020
C -2.8202 4.7691 -1.4027 -0.086
C -3.8944 3.9029 -1.4713 -0.089
C -3.6329 2.5496 -1.6377 -0.035
C -2.3363 2.0872 -1.7454 -0.205
N -2.0730 0.6544 -1.8963 -0.270
C -2.1057 0.3005 -3.3257 -0.050
C -2.9930 -0.1857 -1.1217 -0.078
H 3.4674 0.0202 -3.0352 0.103
H 1.9366 0.6962 -3.6327 0.104
H 1.9691 -0.9349 -2.9517 0.036
H 3.8969 -0.1531 -0.7399 0.091
H 2.4209 -1.0229 -0.3030 0.054
H 2.7640 0.5440 0.4395 0.098
H 4.4492 1.8514 -1.3403 0.110
H 4.9529 4.2469 -1.6946 0.102
H 3.0931 5.7712 -2.3210 0.107
H 0.8327 4.9713 -2.4876 0.091
H -0.7280 5.0414 -1.4271 0.084
H -2.9893 5.8260 -1.2401 0.107
H -4.9103 4.2582 -1.3778 0.102
H -4.4570 1.8500 -1.6710 0.108
H -3.1243 0.3798 -3.7178 0.104
H -1.7450 -0.7180 -3.4710 0.052
H -1.4587 0.9872 -3.8690 0.097
H -4.0005 -0.1971 -1.5450 0.091
H -3.0401 0.1774 -0.0969 0.101
H -2.6259 -1.2138 -1.1197 0.046
C 0.8157 -5.2113 -0.5360 -0.174
N 1.2902 -4.7254 -1.8320 -0.144
C 0.3212 -5.1062 -2.8568 -0.182
N -1.0354 -4.6326 -2.5882 -0.144
C -1.4427 -5.1224 -1.2708 -0.177
N -0.5265 -4.7488 -0.1973 -0.141
C -0.5518 -3.3142 0.0515 -0.326
P -0.0325 -2.3162 -1.4327 1.034
C 1.5123 -3.2857 -1.8220 -0.324
C -1.1210 -3.1798 -2.6728 -0.329
H 1.5125 -4.9049 0.2457 0.134
H 0.7977 -6.3018 -0.5735 0.133
H 0.2913 -6.1961 -2.9018 0.132
H 0.6522 -4.7270 -3.8257 0.130
H -1.4816 -6.2119 -1.3180 0.132
H -2.4419 -4.7500 -1.0374 0.132
H 0.1006 -3.0764 0.8956 0.094
H -1.5670 -3.0250 0.3399 0.088
H 2.2914 -3.0410 -1.0965 0.086
H 1.8827 -2.9811 -2.8035 0.082
H -0.8295 -2.8617 -3.6782 0.091
H -2.1586 -2.8685 -2.5287 0.080
O 1.4014 -1.8969 8.1081 -0.353
S -0.0043 -1.6278 7.8763 0.383
O -0.6343 -2.4773 6.8851 -0.374
O -0.7930 -1.3601 9.0575 -0.351
C 0.0749 -0.0116 7.0517 -0.327
N 0.3355 1.0693 7.7998 0.135
C 0.4054 2.2279 7.1727 -0.112
C 0.2836 2.3591 5.7913 0.002
C 0.0487 1.1784 5.1137 -0.232
N -0.0835 0.0155 5.7353 0.152
C -0.0623 1.0773 3.6258 -0.103
C 0.2983 2.0973 2.7542 0.023
C 0.2325 1.8787 1.3911 -0.093
N -0.1768 0.7142 0.8735 -0.006
C -0.5614 -0.2566 1.7155 -0.108
C -0.5158 -0.1247 3.0826 0.036
H 0.5809 3.1034 7.7907 0.111
H 0.3684 3.3219 5.3092 0.099
H 0.6580 3.0496 3.1159 0.115
H 0.5242 2.6432 0.6817 0.113
H -0.9144 -1.1725 1.2620 0.068
H -0.7940 -0.9313 3.7482 0.128
```

The calculation puts the total energy at -4441.46889 hartree. The calculation puts the frontier orbital gap at 0.2346 Ha. For the strongest force on any atom, the calculation gives 0.4 eV Å⁻¹. The relative energy (zero: lowest compared OMol25 entry of this formula, charge and spin) comes out at 11.4 kcal per mole. Its HOMO energy is -7.1657 eV.

=====

2.
Formula: C31H39AsIrNO6S
Source: the Open Molecules 2025 dataset
Level of theory: the ωB97M-V functional and the def2-TZVPD basis

```
80
Properties=species:S:1:pos:R:3:lowdin_charge:R:1
Ir 1.1967 2.4861 0.4491 1.515
O 1.1220 4.4673 0.9174 -0.213
C 1.1690 4.9306 2.3015 -0.130
C -0.0130 4.2676 2.9386 -0.149
C -1.2561 4.4513 2.0584 -0.093
C -1.6723 3.4212 1.0154 -0.210
C -3.0474 3.3839 0.7764 0.017
C -3.6018 2.5603 -0.1753 0.012
C -2.7530 1.7365 -0.8993 -0.020
C -1.4113 1.7858 -0.6320 -0.103
N -0.8544 2.6050 0.2942 -0.043
H 1.7632 4.9667 0.3606 0.085
H 1.0505 6.0125 2.2460 0.154
H 2.1304 4.6825 2.7488 0.145
H -0.1830 4.6944 3.9267 0.147
H 0.2171 3.2210 3.0975 0.066
H -1.1701 5.3998 1.5181 0.148
H -2.1238 4.5743 2.7039 0.130
H -3.6815 4.0375 1.3592 0.138
H -4.6695 2.5603 -0.3499 0.138
H -3.1217 1.0724 -1.6682 0.120
H -0.7258 1.1625 -1.1925 0.085
C -0.4612 1.0441 3.0475 -0.012
O 0.6312 1.1074 2.1010 -0.328
C 1.6068 0.0943 2.3979 -0.118
C 2.5513 0.0598 1.2284 -0.142
O 1.7845 0.4210 0.0508 -0.320
C 2.5637 0.1213 -1.1304 -0.036
H -0.7795 0.0039 3.1155 0.104
H -1.2786 1.6487 2.6723 0.089
H -0.1379 1.3921 4.0279 0.118
H 1.0652 -0.8494 2.4891 0.115
H 2.1282 0.3123 3.3315 0.159
H 2.9491 -0.9472 1.0973 0.143
H 3.3834 0.7565 1.3298 0.126
H 3.5515 0.5690 -1.0403 0.090
H 2.0246 0.5072 -1.9870 0.088
H 2.6538 -0.9614 -1.2093 0.110
C -4.9557 -4.3436 -1.9635 -0.012
C -4.3201 -4.7896 -0.8089 -0.033
C -3.1917 -4.1397 -0.3435 -0.076
C -2.6851 -3.0560 -1.0717 -0.379
C -3.3299 -2.5984 -2.2298 -0.100
C -4.4620 -3.2507 -2.6734 -0.038
As -1.0747 -2.1928 -0.5823 1.495
C -0.2421 -2.9498 0.9442 -0.401
C 1.0998 -3.3373 0.8971 -0.111
C 1.6952 -3.8588 2.0353 -0.048
C 0.9666 -3.9698 3.2152 -0.028
C -0.3620 -3.5603 3.2668 -0.046
C -0.9706 -3.0413 2.1349 -0.125
C 0.0217 -2.3125 -2.1571 -0.394
C 0.4603 -3.5853 -2.5273 -0.091
C 1.1281 -3.7490 -3.7310 -0.033
C 1.3254 -2.6610 -4.5733 -0.031
C 0.8576 -1.4045 -4.2150 -0.055
C 0.2060 -1.2264 -3.0017 -0.146
H -5.8410 -4.8548 -2.3177 0.129
H -4.7031 -5.6496 -0.2768 0.127
H -2.6933 -4.4972 0.5471 0.102
H -2.9278 -1.7656 -2.7953 0.102
H -4.9601 -2.9205 -3.5746 0.125
H 1.6604 -3.2700 -0.0280 0.099
H 2.7218 -4.1990 2.0001 0.125
H 1.4343 -4.3861 4.0977 0.127
H -0.9242 -3.6570 4.1860 0.125
H -2.0067 -2.7251 2.1764 0.112
H 0.2764 -4.4467 -1.8959 0.118
H 1.4756 -4.7318 -4.0199 0.127
H 1.8269 -2.7995 -5.5217 0.126
H 0.9812 -0.5667 -4.8888 0.120
H -0.1796 -0.2460 -2.7449 0.084
C 4.2502 3.1702 -2.2959 -0.072
S 3.1527 3.5910 -1.0092 0.572
O 3.3332 2.7082 0.1966 -0.393
O 3.2472 4.9919 -0.7384 -0.220
O 1.7181 3.1806 -1.3867 -0.395
H 4.2953 2.0934 -2.4216 0.073
H 5.2211 3.5864 -2.0258 0.108
H 3.8747 3.6619 -3.1942 0.107
```

The calculation puts the total energy at -4448.12541 hartree. The total charge is +3. The calculation puts the frontier orbital gap (spin up / spin down) at 0.2820 / 0.2251 Ha. For the strongest force on any atom, the calculation gives 0.7 eV Å⁻¹. The relative energy (zero: lowest compared OMol25 entry of this formula, charge and spin) comes out at 22.5 kcal per mole. Its expectation value of S² is 0.76. The spin multiplicity is 2. Its HOMO energy (spin up / spin down) is -16.3620 / -16.7110 eV.